C32H23ClN4O4ReS2 as an isolated structure. Source: the Open Molecules 2025 dataset; level of theory: the ωB97M-V functional and the def2-TZVPD basis.

```
! RIJCOSX wB97M-V def2-TZVPD def2/J DEFGRID3
* xyz 0 2
O 1.699 -0.125 4.131
C -0.200 -4.925 -0.534
Re -0.014 -0.191 0.092
H -4.110 -0.510 0.023
N 1.471 1.396 -0.245
N -0.240 0.419 -1.983
H 1.796 1.186 5.735
H -1.315 -1.189 -2.632
C -3.164 0.019 0.091
S -0.118 -0.644 2.430
C 4.688 -1.538 2.211
C -2.625 -6.235 -0.869
C -4.399 2.140 -0.001
C 0.896 0.514 3.287
C -0.225 -6.297 -0.730
H 3.104 2.525 0.298
H -3.259 5.308 0.192
C -2.035 3.572 0.310
C 0.181 1.700 -2.217
S 0.801 2.155 3.173
C -1.390 -4.207 -0.503
H 4.577 1.850 2.172
C 3.629 -1.820 1.391
C -1.993 2.169 0.289
C -1.420 0.454 -4.055
C -1.436 -6.953 -0.899
C -3.238 4.226 0.170
H 3.355 -2.839 1.157
C 2.565 1.586 0.405
C -3.185 1.452 0.131
H -3.523 -4.293 -0.639
O -0.843 1.563 0.447
O 1.816 -1.095 0.102
H -2.044 -0.087 -4.752
C -2.605 -4.865 -0.671
C 4.308 0.822 1.964
C 5.022 -0.207 2.509
C 0.178 3.771 -3.480
H -5.374 4.042 -0.090
C 1.046 2.288 -1.255
C -4.435 3.515 0.012
H -5.313 1.568 -0.113
O -0.188 -2.172 -0.376
C 2.463 0.637 5.071
H 2.046 4.079 -0.673
C -1.003 -0.180 -2.871
H 3.046 -0.097 5.621
N -2.112 -0.726 0.092
H 5.276 -2.338 2.640
C -1.057 1.751 -4.277
H 0.733 -4.395 -0.401
C 0.970 4.337 -2.522
H -1.394 2.279 -5.161
N -2.424 -2.086 -0.019
H 3.112 1.343 4.558
H -1.455 -8.024 -1.051
Cl 6.358 0.118 3.576
H -0.151 4.340 -4.339
H 1.272 5.372 -2.613
H 0.701 -6.856 -0.749
C -1.343 -2.742 -0.284
C 1.416 3.595 -1.407
C 2.823 -0.784 0.867
C -0.235 2.423 -3.343
H -3.570 -6.747 -1.000
H -1.108 4.110 0.456
C 3.194 0.545 1.152
*
```

Lowest unoccupied orbital energy (alpha / beta) (eV): -0.98 / -1.23

And the natural (NBO) charges, in e, turn out to be: number 1, O, carries -0.509; number 2, C, carries -0.184; number 3, Re, carries 1.375; number 4, H, carries 0.208; number 5, N, carries -0.459; number 6, N, carries -0.464; number 7, H, carries 0.199; number 8, H, carries 0.223; number 9, C, carries 0.141; number 10, S, carries -0.057; number 11, C, carries -0.182; number 12, C, carries -0.221; number 13, C, carries -0.139; number 14, C, carries 0.071; number 15, C, carries -0.219; number 16, H, carries 0.190; number 17, H, carries 0.213; number 18, C, carries -0.288; number 19, C, carries 0.228; number 20, S, carries -0.186; number 21, C, carries -0.046; number 22, H, carries 0.228; number 23, C, carries -0.254; number 24, C, carries 0.445; number 25, C, carries -0.258; number 26, C, carries -0.199; number 27, C, carries -0.170; number 28, H, carries 0.230; number 29, C, carries 0.255; number 30, C, carries -0.238; number 31, H, carries 0.230; number 32, O, carries -0.677; number 33, O, carries -0.667; number 34, H, carries 0.234; number 35, C, carries -0.183; number 36, C, carries -0.168; number 37, C, carries -0.073; number 38, C, carries -0.183; number 39, H, carries 0.215; number 40, C, carries 0.137; number 41, C, carries -0.267; number 42, H, carries 0.210; number 43, O, carries -0.668; number 44, C, carries -0.262; number 45, H, carries 0.224; number 46, C, carries 0.111; number 47, H, carries 0.197; number 48, N, carries -0.291; number 49, H, carries 0.230; number 50, C, carries -0.106; number 51, H, carries 0.235; number 52, C, carries -0.185; number 53, H, carries 0.225; number 54, N, carries -0.403; number 55, H, carries 0.198; number 56, H, carries 0.212; number 57, Cl, carries -0.009; number 58, H, carries 0.220; number 59, H, carries 0.224; number 60, H, carries 0.213; number 61, C, carries 0.536; number 62, C, carries -0.215; number 63, C, carries 0.488; number 64, C, carries -0.094; number 65, H, carries 0.213; number 66, H, carries 0.225; number 67, C, carries -0.259

---

C32H23ClN4O4ReS2 as an isolated structure. Source: the Open Molecules 2025 dataset; level of theory: the ωB97M-V functional and the def2-TZVPD basis.

```
! RIJCOSX wB97M-V def2-TZVPD def2/J DEFGRID3
* xyz 0 2
C 1.004 -0.042 3.154
C 0.444 -3.552 -0.009
H -3.108 6.190 -1.418
C -0.517 1.767 2.366
H -7.518 -0.052 -1.821
C -0.342 -4.689 -1.957
H -0.601 -5.594 -2.493
C 2.837 3.967 -1.056
H 4.139 4.125 0.642
H -4.584 2.136 0.395
C 0.744 1.068 -2.031
Cl 3.267 5.539 -1.657
H -1.540 6.870 -1.960
C -0.857 -0.860 -3.639
S -4.105 3.946 -2.818
H -2.805 6.413 -3.144
H 2.638 2.523 5.595
H -5.915 -1.913 -2.106
C 0.156 -4.746 -0.685
N 0.286 -2.367 -0.563
H -6.849 1.977 -0.579
C -1.075 -3.264 -3.878
H 0.793 -3.555 1.017
H -1.371 -4.134 -4.449
O 0.509 -0.979 2.348
C -6.161 1.148 -0.676
H 0.860 3.251 4.047
C -0.528 -3.439 -2.584
N -2.242 1.319 0.938
C -2.646 0.288 0.288
O -1.712 4.893 -2.244
N -0.950 1.088 1.361
H 3.520 1.887 1.537
C 3.423 3.502 0.124
S -1.565 2.365 -2.587
C 1.988 -0.437 4.073
C 1.196 2.221 4.052
H -1.052 0.136 -4.024
C -4.364 -0.946 -0.992
N 0.182 0.002 -1.550
C -5.631 -1.033 -1.543
O 1.835 0.281 0.477
C -0.169 -2.300 -1.852
C -1.248 -2.003 -4.375
C -4.896 1.242 -0.124
H 1.450 3.556 -2.631
H -3.652 -1.749 -1.121
C 3.084 2.266 0.622
H -1.699 -1.863 -5.347
O -1.840 -0.782 0.133
C 1.567 1.938 -1.226
C 2.136 1.476 -0.034
H -1.096 2.634 2.670
C -2.474 3.813 -2.523
H 2.283 -1.477 4.073
C -2.340 6.168 -2.190
C 2.178 1.817 4.918
H 3.340 0.142 5.609
C -0.295 -1.017 -2.409
C -3.998 0.189 -0.273
C -6.531 0.012 -1.381
C 0.603 1.321 3.147
C 2.569 0.472 4.924
Re 0.038 -0.481 0.472
H 0.307 -5.687 -0.178
C 1.931 3.195 -1.731
H 0.746 1.218 -3.105
*
```

Lowest unoccupied orbital energy (alpha / beta) (eV): -1.19 / -1.40

And the natural (NBO) charges, in e, turn out to be: number 1, C, carries 0.362; number 2, C, carries 0.108; number 3, H, carries 0.193; number 4, C, carries 0.178; number 5, H, carries 0.213; number 6, C, carries -0.097; number 7, H, carries 0.226; number 8, C, carries -0.089; number 9, H, carries 0.230; number 10, H, carries 0.237; number 11, C, carries 0.262; number 12, Cl, carries 0.004; number 13, H, carries 0.183; number 14, C, carries -0.194; number 15, S, carries -0.255; number 16, H, carries 0.196; number 17, H, carries 0.222; number 18, H, carries 0.211; number 19, C, carries -0.266; number 20, N, carries -0.470; number 21, H, carries 0.220; number 22, C, carries -0.139; number 23, H, carries 0.222; number 24, H, carries 0.212; number 25, O, carries -0.662; number 26, C, carries -0.204; number 27, H, carries 0.218; number 28, C, carries -0.119; number 29, N, carries -0.329; number 30, C, carries 0.556; number 31, O, carries -0.527; number 32, N, carries -0.303; number 33, H, carries 0.232; number 34, C, carries -0.183; number 35, S, carries -0.384; number 36, C, carries -0.216; number 37, C, carries -0.141; number 38, H, carries 0.266; number 39, C, carries -0.180; number 40, N, carries -0.529; number 41, C, carries -0.222; number 42, O, carries -0.660; number 43, C, carries 0.222; number 44, C, carries -0.194; number 45, C, carries -0.149; number 46, H, carries 0.243; number 47, H, carries 0.219; number 48, C, carries -0.249; number 49, H, carries 0.229; number 50, O, carries -0.665; number 51, C, carries -0.220; number 52, C, carries 0.348; number 53, H, carries 0.220; number 54, C, carries 0.037; number 55, H, carries 0.220; number 56, C, carries -0.262; number 57, C, carries -0.248; number 58, H, carries 0.218; number 59, C, carries 0.120; number 60, C, carries -0.073; number 61, C, carries -0.183; number 62, C, carries -0.208; number 63, C, carries -0.178; number 64, Re, carries 1.604; number 65, H, carries 0.235; number 66, C, carries -0.095; number 67, H, carries 0.229

---

C32H23F10N5NiO3 as an isolated structure. Source: the Open Molecules 2025 dataset; level of theory: the ωB97M-V functional and the def2-TZVPD basis.

```
! RIJCOSX wB97M-V def2-TZVPD def2/J DEFGRID3
* xyz -2 1
C -0.115 -2.626 5.525
C -0.903 1.951 -1.506
C 0.874 3.972 -0.273
H -0.175 -3.475 3.545
C -2.379 -1.004 -1.832
H -2.931 -1.196 -2.768
H -4.292 -0.646 -1.072
H -0.897 2.942 -1.964
H 0.588 0.614 6.208
F -0.322 4.485 -0.669
H -2.122 1.166 -3.116
C -1.151 0.969 -2.639
C 0.430 -0.290 5.632
F -4.704 2.112 -0.203
H 0.358 -0.858 -3.715
F 3.846 5.445 1.262
C 1.755 4.902 0.252
H 3.655 -2.934 -5.408
O 3.295 -0.666 -4.417
C 3.167 -2.999 -4.442
F -3.575 0.845 4.977
C -0.590 -1.241 -3.348
C 1.342 -3.188 -0.634
H 4.326 1.060 -4.397
N 0.645 -2.474 1.395
N 0.364 1.622 -0.875
F 2.833 0.986 0.197
H -0.451 -2.276 -3.037
C 3.293 3.184 0.716
Ni 0.545 -0.322 -0.533
H -0.372 1.138 -3.386
C 2.191 -4.264 -2.667
C 2.251 -1.810 -2.507
H -3.407 0.817 -1.404
H 3.097 0.951 -3.097
F -2.576 -0.693 3.050
H 4.606 0.044 -2.960
C 1.143 2.580 -0.363
C -3.814 1.160 3.685
C 3.851 0.410 -3.662
N -1.059 -0.435 -2.221
C 0.322 -1.403 3.498
H 1.395 -4.158 -0.135
N -2.886 -0.192 0.422
C 2.794 -4.238 -3.906
H 0.011 -1.504 7.355
C -4.634 2.247 3.404
C -3.282 0.391 2.683
F -5.133 3.034 4.395
F 1.391 6.201 0.289
C -3.479 0.620 1.278
H 0.750 0.668 3.723
H -1.326 -1.218 -4.168
C 0.106 -1.477 6.275
O 1.960 -0.698 -1.937
C 0.531 -0.252 4.248
H -0.386 -3.552 6.020
H 1.914 -5.210 -2.212
C 1.913 -3.083 -1.967
C -4.893 2.505 2.077
N 0.883 -2.213 0.052
C -4.355 1.731 1.064
F -5.682 3.557 1.754
C 0.447 -1.329 2.008
C 2.420 2.264 0.190
H -2.187 -1.965 -1.348
O 0.418 -0.180 1.468
C 2.930 -1.823 -3.766
H 2.995 -5.153 -4.449
H -1.724 1.931 -0.782
C 2.982 4.534 0.752
C -3.297 -0.175 -0.952
F 4.485 2.774 1.193
C -0.004 -2.591 4.144
*
```

Lowest unoccupied orbital energy (eV): 4.57

And the Löwdin charges, in e, turn out to be: number 1, C, carries -0.103; number 2, C, carries -0.195; number 3, C, carries -0.131; number 4, H, carries 0.101; number 5, C, carries -0.191; number 6, H, carries 0.102; number 7, H, carries 0.112; number 8, H, carries 0.111; number 9, H, carries 0.093; number 10, F, carries 0.046; number 11, H, carries 0.119; number 12, C, carries -0.188; number 13, C, carries -0.092; number 14, F, carries 0.023; number 15, H, carries 0.075; number 16, F, carries 0.064; number 17, C, carries -0.169; number 18, H, carries 0.104; number 19, O, carries -0.106; number 20, C, carries -0.038; number 21, F, carries 0.073; number 22, C, carries -0.094; number 23, C, carries -0.073; number 24, H, carries 0.079; number 25, N, carries 0.077; number 26, N, carries -0.005; number 27, F, carries 0.084; number 28, H, carries 0.091; number 29, C, carries -0.162; number 30, Ni, carries 0.585; number 31, H, carries 0.118; number 32, C, carries -0.089; number 33, C, carries -0.328; number 34, H, carries 0.080; number 35, H, carries 0.075; number 36, F, carries 0.080; number 37, H, carries 0.095; number 38, C, carries -0.166; number 39, C, carries -0.173; number 40, C, carries -0.078; number 41, N, carries -0.211; number 42, C, carries -0.150; number 43, H, carries 0.119; number 44, N, carries 0.042; number 45, C, carries -0.134; number 46, H, carries 0.086; number 47, C, carries -0.186; number 48, C, carries -0.158; number 49, F, carries 0.045; number 50, F, carries 0.080; number 51, C, carries -0.232; number 52, H, carries 0.116; number 53, H, carries 0.086; number 54, C, carries -0.117; number 55, O, carries -0.102; number 56, C, carries -0.022; number 57, H, carries 0.088; number 58, H, carries 0.097; number 59, C, carries -0.159; number 60, C, carries -0.181; number 61, N, carries -0.026; number 62, C, carries -0.142; number 63, F, carries 0.066; number 64, C, carries -0.461; number 65, C, carries -0.149; number 66, H, carries 0.116; number 67, O, carries -0.049; number 68, C, carries -0.232; number 69, H, carries 0.078; number 70, H, carries 0.107; number 71, C, carries -0.175; number 72, C, carries -0.291; number 73, F, carries 0.087; number 74, C, carries -0.042